The following is a quantum chemistry calculation of a molecular structure, C21H36Cl2N5O10P2Rb, from the OMol25 dataset.

Properties
charge = -2
F_max = 3.6 eV/Å
calculated total energy = -3475.384800 Eh

Each line ends with the Löwdin charge.
Element x y z (Å)
Rb  1.53  0.19  -1.03  0.8883
O  -0.30  -0.80  -2.90  -0.2257
C  -0.97  -2.03  -2.74  -0.2598
C  -0.26  -3.20  -3.42  -0.1479
N  0.73  -3.86  -2.54  -0.1975
C  2.15  -3.82  -2.73  -0.1219
C  2.80  -2.59  -3.51  -0.6711
O  3.90  -2.88  -4.04  -0.0624
O  2.23  -1.52  -3.32  -0.1128
C  0.30  -4.65  -1.40  -0.1235
C  0.54  -3.88  -0.05  -0.6590
O  0.10  -4.51  0.98  -0.1393
O  1.10  -2.74  -0.16  -0.1140
H  0.62  -1.05  -3.19  -0.0040
H  -1.10  -2.23  -1.68  0.0932
H  -2.00  -1.84  -3.10  0.0983
H  -0.95  -3.99  -3.70  0.0891
H  0.21  -2.92  -4.38  0.1289
H  2.61  -3.90  -1.73  0.1168
H  2.48  -4.74  -3.26  0.0982
H  -0.77  -4.87  -1.46  0.1040
H  0.94  -5.55  -1.43  0.1090
Cl  9.95  0.93  -1.10  0.5832
C  8.29  0.69  -0.76  -0.7279
C  7.87  -0.63  -0.41  -0.1640
C  6.56  -0.98  -0.16  -0.6294
Cl  6.12  -2.54  0.28  0.7199
C  5.50  0.06  -0.26  -0.4317
O  4.34  -0.21  0.05  -0.0920
C  5.96  1.38  -0.63  -0.1483
C  4.91  2.39  -0.82  -0.2207
O  3.79  2.20  -1.34  -0.0714
C  7.32  1.71  -0.74  -0.0876
H  8.56  -1.48  -0.40  0.0889
H  5.15  3.40  -0.41  0.1119
H  7.65  2.71  -0.88  0.0868
C  -1.10  -1.42  3.77  -0.0785
N  -1.42  -0.06  3.26  -0.2846
C  -0.49  1.03  3.55  -0.0919
P  -2.25  -0.04  1.83  0.4552
O  -1.42  -0.57  0.71  -0.2439
O  -2.58  1.55  1.73  -0.2859
P  -1.88  2.66  0.73  0.4879
O  -0.39  2.59  0.71  -0.2712
N  -2.68  2.45  -0.74  -0.2785
C  -3.59  1.36  -1.08  -0.0830
C  -2.30  3.21  -1.94  -0.0876
N  -2.47  3.94  1.52  -0.2979
C  -3.96  4.12  1.63  -0.0774
C  -1.66  5.17  1.67  -0.0888
N  -3.73  -0.68  2.02  -0.2952
C  -4.66  -0.17  3.02  -0.0901
C  -4.19  -1.77  1.16  -0.0951
H  -0.35  -1.36  4.55  0.0689
H  -0.73  -2.09  2.97  0.0895
H  -2.00  -1.93  4.22  0.0820
H  -0.02  0.84  4.48  0.0701
H  -1.00  1.98  3.60  0.0635
H  0.25  1.15  2.76  0.0821
H  -4.58  1.52  -0.68  0.0690
H  -3.17  0.45  -0.72  0.0404
H  -3.66  1.33  -2.18  0.0973
H  -1.82  4.16  -1.76  0.0723
H  -3.18  3.36  -2.55  0.0690
H  -1.59  2.67  -2.55  0.0880
H  -4.48  3.52  0.86  0.0726
H  -4.31  5.17  1.54  0.0835
H  -4.22  3.74  2.60  0.0657
H  -0.61  4.97  1.65  0.0679
H  -1.93  5.64  2.63  0.0807
H  -1.92  5.86  0.88  0.0715
H  -5.06  0.83  2.83  0.0733
H  -4.21  -0.33  4.01  0.0824
H  -5.52  -0.82  2.90  0.0683
H  -3.58  -1.88  0.28  0.0677
H  -5.25  -1.62  0.87  0.0853
H  -4.15  -2.76  1.64  0.0909

The following is a quantum chemistry calculation of 3 unconnected molecules or ions with the total composition C21H36F2N6O5, from the OMol25 dataset.

Properties
charge = 0
F_max = 12.5 eV/Å
SMILES string = N#C[C@H](CCCCO)[C@](C#N)(CCCCCN)N(C(=O)F)C(=O)F.CN(C)C=O.CN(C)C=O
calculated total energy = -1725.777287 Eh

Each line ends with the Löwdin charge.
Element x y z (Å)
N  -2.76  -3.14  1.92  0.1244
C  -2.35  -2.06  1.34  -0.0949
C  -2.00  -0.47  0.95  -0.1700
C  -1.02  0.14  2.16  -0.1847
C  0.18  -0.88  2.61  -0.2031
C  1.29  -0.99  1.38  -0.1867
C  1.48  -2.51  0.78  -0.2145
O  2.83  -2.55  0.13  -0.1716
C  -3.41  0.35  0.79  -0.2980
C  -3.07  1.93  1.23  -0.0817
N  -2.78  3.13  1.66  0.1539
C  -4.52  -0.15  1.94  -0.1215
C  -5.64  -1.20  1.36  -0.1873
C  -6.88  -0.46  0.52  -0.1968
C  -8.38  -0.97  1.01  -0.1977
C  -9.10  -1.99  -0.07  -0.2817
N  -9.00  -3.46  0.36  -0.0631
N  -3.97  0.44  -0.60  0.0742
C  -3.71  1.77  -1.28  -0.1811
O  -4.74  2.64  -1.43  0.0566
F  -2.41  2.21  -1.86  0.0128
C  -3.65  -0.73  -1.49  -0.1529
O  -4.42  -1.83  -1.68  0.0600
F  -2.39  -0.70  -2.32  -0.0102
H  -1.31  -0.44  -0.02  0.1523
H  -0.47  1.14  1.82  0.1358
H  -1.65  0.43  3.13  0.1312
H  -0.16  -1.91  3.04  0.1121
H  0.76  -0.34  3.50  0.1246
H  2.35  -0.65  1.82  0.1279
H  1.02  -0.20  0.56  0.1143
H  0.72  -2.71  -0.11  0.1295
H  1.49  -3.36  1.58  0.1345
H  3.09  -1.64  -0.20  0.0859
H  -5.12  0.85  2.22  0.1316
H  -4.00  -0.49  2.95  0.1363
H  -5.20  -2.13  0.78  0.0994
H  -6.18  -1.66  2.32  0.1196
H  -6.83  0.73  0.66  0.1161
H  -6.80  -0.67  -0.63  0.0934
H  -8.34  -1.45  2.08  0.1055
H  -9.10  -0.03  1.09  0.1123
H  -10.26  -1.75  -0.09  0.1192
H  -8.69  -1.80  -1.15  0.1054
H  -9.64  -3.98  -0.29  0.0658
H  -8.04  -3.84  0.18  0.0615
C  6.62  -2.50  -1.67  -0.0651
N  6.25  -1.10  -1.78  -0.2023
C  6.76  -0.17  -0.81  -0.0520
C  5.41  -0.64  -2.78  -0.3273
O  5.06  0.52  -2.93  -0.0051
H  6.29  -2.88  -0.70  0.0877
H  7.71  -2.58  -1.75  0.0892
H  6.16  -3.09  -2.47  0.0848
H  5.93  0.31  -0.29  0.0847
H  7.34  0.61  -1.33  0.0614
H  7.41  -0.67  -0.08  0.0937
H  5.08  -1.44  -3.46  0.1287
C  7.24  5.64  -1.28  -0.0666
N  7.36  4.20  -1.26  -0.2030
C  6.24  3.41  -0.81  -0.0477
C  8.52  3.56  -1.65  -0.3111
O  8.69  2.35  -1.66  -0.0016
H  7.02  6.00  -0.27  0.0881
H  6.41  5.92  -1.95  0.0899
H  8.16  6.11  -1.64  0.0839
H  6.55  2.81  0.05  0.0895
H  5.93  2.73  -1.62  0.0816
H  5.40  4.05  -0.53  0.0903
H  9.31  4.25  -1.98  0.1294

The following is a quantum chemistry calculation of a molecular structure, C21H36GeN4O3PtSSi2, from the OMol25 dataset.

Properties
charge = -2
F_max = 0.5 eV/Å
2S+1 = 3
calculated total energy = -4440.047019 Eh

Each line ends with the Löwdin charge.
Element x y z (Å)
Pt  -0.19  0.25  0.13  0.8773
N  0.24  -0.17  3.25  -0.0820
C  0.09  -0.02  2.11  -0.5318
C  -2.72  -3.15  -2.94  -0.2437
Ge  -2.11  -1.39  -2.30  0.6862
C  -0.99  -0.65  -3.72  -0.2220
C  -3.78  -0.36  -2.22  -0.2262
C  -1.12  -1.52  -0.66  -0.4681
H  -3.31  -3.03  -3.85  0.0051
H  -3.35  -3.63  -2.18  0.0063
H  -1.88  -3.82  -3.15  0.0074
H  -1.58  -0.45  -4.62  0.0134
H  -0.19  -1.35  -3.98  0.0105
H  -0.53  0.28  -3.39  -0.0123
H  -4.19  -0.29  -3.24  0.0115
H  -3.64  0.65  -1.83  -0.0134
H  -4.50  -0.88  -1.59  0.0146
H  -0.27  -2.19  -0.84  -0.0334
H  -1.74  -1.97  0.13  -0.0301
C  1.31  3.68  0.26  -0.1851
Si  0.11  3.23  -1.11  0.3304
C  1.11  2.59  -2.55  -0.1898
C  -0.59  4.88  -1.73  -0.1948
C  -1.18  2.05  -0.57  -0.5350
Si  -2.38  2.49  0.75  0.3272
C  -3.58  3.86  0.20  -0.1978
C  -3.52  1.08  1.24  -0.1901
C  -1.57  3.14  2.30  -0.1869
H  2.17  4.21  -0.16  0.0260
H  1.68  2.78  0.78  0.0068
H  0.84  4.32  1.01  0.0102
H  1.93  3.28  -2.76  0.0280
H  0.49  2.53  -3.45  0.0244
H  1.55  1.60  -2.38  0.0014
H  0.22  5.49  -2.15  0.0203
H  -1.07  5.45  -0.94  0.0079
H  -1.33  4.70  -2.52  0.0260
H  -1.73  1.70  -1.45  -0.0215
H  -4.05  3.60  -0.75  0.0209
H  -3.07  4.82  0.06  0.0033
H  -4.37  4.00  0.94  0.0179
H  -4.31  0.92  0.51  0.0119
H  -3.99  1.31  2.20  0.0235
H  -2.95  0.15  1.35  0.0058
H  -1.04  4.08  2.14  0.0111
H  -0.86  2.40  2.70  0.0014
H  -2.34  3.31  3.06  0.0252
O  6.61  -2.03  -6.10  -0.3723
S  7.92  -1.63  -5.66  0.3764
O  8.82  -2.72  -5.31  -0.3744
O  8.53  -0.57  -6.45  -0.3746
C  7.65  -0.82  -4.05  -0.3380
N  8.74  -0.29  -3.47  0.1112
C  8.55  0.28  -2.29  -0.1358
C  7.32  0.33  -1.66  -0.0142
C  6.26  -0.24  -2.34  -0.2181
N  6.43  -0.81  -3.53  0.1629
C  4.87  -0.28  -1.77  -0.1422
C  4.55  0.31  -0.55  -0.0130
C  3.26  0.21  -0.06  -0.1435
N  2.29  -0.42  -0.70  0.0089
C  2.59  -0.98  -1.87  -0.1326
C  3.85  -0.94  -2.44  0.0063
H  9.43  0.71  -1.82  0.1010
H  7.21  0.80  -0.70  0.0912
H  5.29  0.85  0.02  0.0958
H  2.99  0.65  0.90  0.0952
H  1.77  -1.48  -2.38  0.0956
H  4.06  -1.41  -3.40  0.1161